Entry 1:
42
Properties=species:S:1:pos:R:3:lowdin_spin:R:1 method="wB97M-V/def2-TZVPD" e_tot_ev=-45679.9548 homo_lumo_gap_ev="5.162 / 5.176" charge=+1 lumo_energy_ev="-6.41 / -6.40" molar_mass_g_mol=266.25 spin_multiplicity=4
V -0.8006 -3.2483 -1.0521 2.9754
C -0.0686 -1.2731 0.5505 0.0177
O -0.8890 -1.7783 -0.4395 -0.0187
H -0.5302 -0.6010 1.2738 -0.0016
H 0.5598 -1.9617 1.1154 -0.0017
H 0.5550 -0.6326 -0.0733 -0.0015
C 3.8283 -2.0013 -0.2717 0.0005
C 2.6697 -3.1057 -0.3528 0.0035
O 2.3377 -3.4565 -1.7138 0.0154
H 3.5581 -0.9778 -0.5320 0.0000
H 4.6631 -2.2301 -0.9341 0.0002
H 4.2785 -2.0511 0.7197 0.0000
H 1.7271 -2.7755 0.0836 0.0015
H 3.0386 -3.9775 0.1876 0.0001
H 1.5030 -3.9249 -1.6401 0.0026
C -0.3585 2.4722 -0.6597 0.0000
C 0.2648 1.5981 -1.7897 0.0001
O -0.5808 1.3595 -2.8828 -0.0006
H -0.8490 3.4062 -0.9339 0.0000
H 0.3931 2.7587 0.0759 0.0000
H -1.0152 1.9051 0.0001 0.0000
H 0.6755 0.6426 -1.4636 0.0000
H 1.1630 2.1673 -2.0290 0.0000
H -1.3738 0.9787 -2.4986 -0.0001
C -0.8155 1.5128 2.0615 -0.0002
C 0.6972 1.6627 2.1435 0.0002
O 1.0034 2.0846 3.4139 0.0001
H -1.2040 2.5312 2.0687 0.0000
H -1.0990 0.9389 2.9437 0.0000
H -1.1803 0.9574 1.1975 -0.0001
H 1.1419 2.3621 1.4356 0.0000
H 1.2372 0.7397 1.9323 0.0001
H 1.5556 2.8698 3.4224 0.0000
C -3.3459 0.3438 0.2459 0.0002
C -2.9850 0.1014 -1.2618 0.0007
O -1.6026 0.1425 -1.4895 0.0025
H -4.1688 -0.3349 0.4701 0.0000
H -3.7938 1.3203 0.4299 0.0000
H -2.5001 0.1770 0.9130 0.0001
H -3.4437 0.7547 -2.0040 -0.0002
H -3.1905 -0.9216 -1.5770 0.0012
H -1.0556 -0.5353 -1.0857 0.0024

***

Entry 2:
72
Properties=species:S:1:pos:R:3:mulliken_charge:R:1 method="wB97M-V/def2-TZVPD" e_tot_ev=-38148.9816 homo_lumo_gap_ev=9.191 charge=0 lumo_energy_ev=-0.07 molar_mass_g_mol=393.52 smiles=COC[C@H](C)N.COC[C@H](C)N.COC[C@H](C)N.O.O.O.O.O.O.O
C -2.8235 -0.9423 -1.2105 -0.9137
O -1.5131 -0.6122 -1.6003 0.0107
C -1.0270 0.7500 -1.5138 -0.6512
C 0.4885 0.5887 -1.2635 0.4592
C 0.8067 0.0921 0.1505 -0.7439
N 1.0510 1.8811 -1.4593 -0.3096
H -3.0879 -1.9155 -1.6304 0.2695
H -3.5726 -0.2501 -1.5995 0.2712
H -2.9091 -1.1466 -0.1412 0.3107
H -1.2269 1.1321 -2.5152 0.2000
H -1.5370 1.3670 -0.7729 0.3271
H 0.8937 -0.0746 -2.0335 0.3591
H 1.8625 -0.1792 0.1286 0.2670
H 0.1796 -0.7979 0.2261 0.1282
H 0.5645 0.8123 0.9293 -0.1165
H 2.0432 1.6820 -1.5538 0.1553
H 0.8468 2.3098 -2.3571 0.1350
C 1.4181 2.2693 3.8665 -0.4985
O 0.6170 1.6607 4.8619 -0.3715
C -0.7466 1.7519 4.5382 -0.6554
C -1.4462 2.6699 5.5489 0.5528
C -1.3663 2.1489 6.9799 -1.3935
N -2.8918 2.6835 5.2126 -0.7437
H 1.4243 1.6753 2.9536 0.1075
H 2.4067 2.4268 4.3009 0.3312
H 1.1198 3.3040 3.6806 0.2931
H -1.0689 1.9727 3.5185 0.2376
H -1.2178 0.7787 4.7087 0.3760
H -1.0087 3.6720 5.5195 0.2323
H -1.8750 1.1829 6.9910 0.3562
H -1.8823 2.7665 7.7145 0.3785
H -0.3178 1.9860 7.2286 0.3164
H -3.3053 3.2881 5.9131 0.2655
H -3.0326 3.1806 4.3402 0.2485
C 2.5533 -7.8242 -1.7321 -0.7853
O 1.9607 -6.5693 -1.4737 -0.2938
C 2.9226 -5.5272 -1.2084 -0.7814
C 2.2940 -4.3434 -0.4283 0.5175
C 0.7659 -4.1314 -0.5234 -1.3630
N 3.0161 -3.1376 -0.8452 -0.7562
H 3.2885 -7.8454 -2.5433 0.3078
H 1.7452 -8.5325 -1.8984 0.2407
H 3.2203 -8.1466 -0.9257 0.3309
H 3.8265 -5.8671 -0.6999 0.3546
H 3.2466 -5.2025 -2.2010 0.3161
H 2.4663 -4.6657 0.6002 0.1798
H 0.3745 -3.3566 0.1395 0.4060
H 0.2277 -4.9990 -0.1372 0.4345
H 0.4421 -3.8616 -1.5291 0.2984
H 2.6846 -2.7797 -1.7321 0.3244
H 2.7060 -2.4551 -0.1626 0.2804
O -6.3833 0.9230 -2.0815 -0.6251
H -5.8353 0.4250 -2.6928 0.3127
H -6.8978 1.5103 -2.6404 0.3131
O -0.9392 -1.7748 -4.0955 -0.6706
H -1.3929 -1.1073 -4.6138 0.2869
H -1.1080 -1.5260 -3.1761 0.3503
O 4.0077 1.6029 -2.4628 -0.6464
H 4.8943 1.3488 -2.1942 0.3059
H 3.6401 0.8104 -2.8629 0.3199
O -2.6403 3.7024 -2.7884 -0.5551
H -2.9825 4.0774 -1.9730 0.2937
H -3.3916 3.2452 -3.1738 0.2577
O 0.7531 3.5824 0.8119 -0.7147
H 0.6576 2.9076 0.1173 0.3745
H 1.4812 4.1302 0.5135 0.2589
O 0.2529 2.3596 -4.3676 -0.5895
H -0.5516 2.3114 -4.8892 0.2643
H 0.9072 1.8814 -4.8839 0.2911
O 0.0116 4.8429 -2.0202 -0.5704
H 0.6709 5.1857 -1.4134 0.2546
H -0.7611 4.6919 -1.4732 0.2856